1.
C2H7N4 | ωB97M-V with the def2-TZVPD basis set

Charge   +1
LUMO level   -3.9 eV
Structure (SMILES)   [H]/N=N/C/[NH+]=C/N

Cartesian coordinates (Å):
H  3.275  -1.068  -1.068
N  2.931  -0.486  -0.266
N  1.724  -0.383  -0.315
C  1.177  0.674  0.527
N  -0.168  0.699  0.162
C  -0.776  -0.409  -0.064
N  -2.007  -0.460  -0.526
H  1.696  1.611  0.348
H  1.343  0.308  1.640
H  -0.562  1.584  0.180
H  -0.421  -1.437  0.149
H  -2.455  -1.330  -0.775
H  -2.380  0.483  -0.799

***

2.
C20H29N3OP2Ru | ωB97M-V with the def2-TZVPD basis set

Charge   +2
LUMO level (spin up / spin down)   -5.9 / -8.4 eV
2S+1   5
<S²>   6.0592

Cartesian coordinates (Å):
C  3.881  -0.356  -1.529
C  2.501  -0.359  -1.263
C  2.041  -1.204  -0.250
C  2.868  -2.202  0.333
C  4.255  -2.155  0.052
C  4.744  -1.213  -0.837
C  2.221  -3.121  1.193
C  0.839  -3.382  1.040
C  0.085  -2.362  0.400
C  -1.227  -2.568  -0.044
C  -1.887  -3.720  0.419
C  -1.215  -4.654  1.218
C  0.139  -4.526  1.500
H  4.275  0.340  -2.276
H  4.906  -2.864  0.569
H  5.816  -1.137  -1.017
H  2.829  -3.858  1.714
H  -2.936  -3.874  0.145
H  -1.776  -5.495  1.624
H  0.693  -5.273  2.075
N  0.788  -1.084  0.481
Ru  -0.311  0.678  0.421
C  1.584  0.527  -2.097
H  0.773  -0.043  -2.577
H  2.146  1.061  -2.876
C  -1.932  -1.650  -1.041
H  -1.345  -1.505  -1.961
H  -2.918  -2.057  -1.306
P  0.730  1.801  -1.058
P  -2.208  0.041  -0.364
C  -3.395  -0.281  0.985
H  -3.521  0.654  1.546
H  -4.359  -0.616  0.583
H  -2.985  -1.048  1.653
C  -3.167  0.954  -1.598
H  -4.175  0.523  -1.686
H  -3.239  1.996  -1.257
H  -2.656  0.917  -2.568
C  2.136  2.797  -0.448
H  2.735  3.205  -1.273
H  1.741  3.617  0.167
H  2.774  2.165  0.179
C  -0.113  2.913  -2.214
H  -0.750  3.587  -1.627
H  0.613  3.506  -2.788
H  -0.741  2.336  -2.901
H  1.238  -1.298  1.426
H  0.528  1.207  1.709
N  -2.747  3.973  2.100
C  -1.612  3.267  1.856
N  -0.491  3.637  2.495
O  -1.650  2.323  1.014
H  -2.770  4.702  2.799
H  -3.600  3.698  1.635
H  0.361  3.095  2.354
H  -0.513  4.384  3.172

***

3.
C43H54F14N7O2 | ωB97M-V with the def2-TZVPD basis set

Charge   +1
LUMO level   -3.9 eV

Cartesian coordinates (Å):
C  -4.748  1.569  5.251
C  -4.162  1.015  3.811
O  -4.956  1.499  2.632
C  -4.516  0.553  1.553
C  -4.547  1.356  0.096
N  -4.076  0.464  -1.074
C  -2.632  -0.006  -0.789
C  -1.507  0.947  0.001
C  -0.002  0.336  0.244
N  0.526  -1.004  -0.190
C  -0.486  -1.866  -0.894
C  -2.048  -1.498  -1.241
C  -4.017  1.177  -2.386
F  -4.224  2.671  -2.228
F  -2.615  1.105  -2.952
C  -5.024  0.769  -3.581
F  -4.894  1.916  -4.570
F  -6.495  0.836  -3.239
C  -4.702  -0.560  -4.458
F  -3.610  -1.431  -3.995
F  -4.308  -0.151  -5.861
C  -6.036  -1.539  -4.707
F  -7.043  -0.876  -5.599
F  -6.605  -2.092  -3.461
F  -5.503  -2.696  -5.520
C  -4.975  -0.744  -0.976
C  -4.937  -1.488  0.523
C  -5.987  -2.790  0.548
F  -6.301  -3.130  1.984
F  -7.313  -2.364  -0.037
C  -5.396  -4.062  -0.299
C  -6.480  -4.859  -1.279
C  -5.989  -6.118  -2.207
C  -4.415  -6.625  -2.196
C  -3.392  -5.820  -1.172
C  -1.823  -6.328  -1.098
F  -1.493  -6.409  0.374
F  -0.891  -5.450  -1.846
F  -1.832  -7.746  -1.595
C  -3.831  -4.553  -0.216
O  -5.469  -0.567  1.583
H  -5.796  2.056  5.062
H  -3.941  2.295  5.696
H  -4.833  0.637  5.988
H  -3.029  1.361  3.677
H  -4.181  -0.175  3.897
H  -3.448  0.195  1.869
H  -3.903  2.312  0.255
H  -5.661  1.638  -0.150
H  -1.748  2.028  0.374
H  0.757  1.044  0.834
H  -0.117  -2.947  -1.241
H  -2.717  -2.298  -1.769
H  -4.780  -1.596  -1.744
H  -6.096  -0.334  -1.027
H  -3.890  -1.923  0.797
H  -7.626  -4.548  -1.344
H  -6.757  -6.647  -2.915
H  -4.051  -7.514  -2.887
H  -3.089  -3.977  0.503
C  -0.418  5.310  7.469
C  -0.443  3.787  7.447
C  -0.339  3.207  6.038
C  -1.484  3.577  5.200
N  -2.389  3.880  4.538
H  -1.270  5.733  6.926
H  -0.468  5.675  8.499
H  0.502  5.693  7.016
H  -1.361  3.435  7.935
H  0.398  3.415  8.045
H  -0.285  2.114  6.108
H  0.592  3.542  5.566
C  2.688  4.941  3.317
C  3.262  4.459  1.991
C  2.239  4.470  0.857
C  1.128  3.543  1.103
N  0.247  2.815  1.307
H  1.877  4.292  3.663
H  3.464  4.940  4.089
H  2.297  5.959  3.227
H  3.672  3.449  2.122
H  4.101  5.110  1.717
H  2.741  4.187  -0.076
H  1.852  5.485  0.714
C  4.249  1.287  -2.694
C  5.442  2.053  -3.251
C  6.380  2.572  -2.164
C  5.726  3.551  -1.288
N  5.201  4.319  -0.592
H  3.622  1.924  -2.062
H  3.623  0.914  -3.512
H  4.578  0.430  -2.099
H  5.079  2.886  -3.867
H  6.005  1.387  -3.916
H  7.249  3.043  -2.640
H  6.759  1.734  -1.568
C  1.793  -5.434  0.356
C  2.986  -4.668  -0.201
C  3.925  -4.148  0.887
C  3.271  -3.169  1.762
N  2.746  -2.402  2.458
H  1.167  -4.797  0.988
H  1.168  -5.807  -0.461
H  2.123  -6.291  0.952
H  2.623  -3.835  -0.817
H  3.550  -5.333  -0.866
H  4.794  -3.678  0.411
H  4.304  -4.986  1.483
C  10.159  2.103  -4.591
C  11.008  1.015  -3.947
C  10.241  -0.286  -3.719
C  9.132  -0.117  -2.774
N  8.249  0.024  -2.032
H  9.314  2.383  -3.953
H  10.760  3.003  -4.757
H  9.765  1.772  -5.557
H  11.412  1.388  -2.997
H  11.866  0.809  -4.599
H  10.932  -1.042  -3.327
H  9.861  -0.667  -4.674

***

4.
C59H130N8O9 | ωB97M-V with the def2-TZVPD basis set

Charge   0
LUMO level   0.0 eV
Structure (SMILES)   CC1(C)CCCC(C)(C)N1O.CC1(C)CCCC(C)(C)N1O.CC1(C)CCCC(C)(C)N1O.CC1(C)CCCC(C)(C)N1O.CC1(C)CCCC(C)(C)N1O.CC1(C)CCCC(C)(C)N1O.NC(N)=O.CCO.CCO

Cartesian coordinates (Å):
C  19.749  7.147  18.411
C  19.510  8.519  17.856
C  18.892  9.507  18.945
C  20.806  9.067  17.386
C  21.344  8.626  15.995
C  20.202  8.902  14.975
C  18.887  8.219  15.266
C  17.766  8.989  14.446
C  19.000  6.732  14.923
N  18.565  8.462  16.740
O  17.294  8.087  17.191
H  20.365  6.457  17.835
H  20.135  7.142  19.431
H  18.881  6.491  18.474
H  18.480  10.497  18.749
H  18.218  8.920  19.569
H  19.710  9.903  19.546
H  20.723  10.150  17.304
H  21.561  8.877  18.150
H  22.254  9.148  15.700
H  21.507  7.552  16.088
H  20.541  8.652  13.970
H  19.954  9.963  14.941
H  18.049  9.169  13.409
H  17.556  9.975  14.861
H  16.793  8.497  14.418
H  19.888  6.333  15.414
H  19.162  6.641  13.849
H  18.101  6.131  15.061
H  16.795  8.906  17.233
C  14.017  8.827  17.587
C  12.631  8.416  18.134
C  11.735  7.911  16.950
C  12.861  7.181  19.086
C  11.790  6.773  20.099
C  11.404  8.047  20.899
C  11.131  9.348  20.034
C  9.669  9.196  19.523
C  11.225  10.560  21.017
N  12.126  9.593  18.931
O  11.925  10.737  18.164
H  14.629  8.979  18.477
H  14.485  7.988  17.072
H  14.087  9.777  17.058
H  11.204  8.650  16.349
H  12.245  7.291  16.212
H  10.900  7.318  17.323
H  13.023  6.307  18.455
H  13.825  7.263  19.589
H  10.938  6.279  19.632
H  12.229  6.050  20.787
H  12.235  8.148  21.597
H  10.604  7.666  21.534
H  9.600  8.287  18.924
H  9.319  10.115  19.053
H  9.009  8.984  20.365
H  10.301  10.740  21.565
H  11.327  11.446  20.390
H  12.072  10.454  21.694
H  12.699  11.252  18.403
C  18.262  14.077  24.045
C  19.490  14.171  23.043
C  20.747  13.748  23.810
C  19.293  13.145  21.936
C  18.338  13.605  20.849
C  18.914  14.894  20.245
C  19.055  16.043  21.290
C  19.911  17.114  20.575
C  17.582  16.565  21.597
N  19.753  15.536  22.491
O  20.112  16.476  23.459
H  18.228  13.167  24.644
H  18.275  14.845  24.818
H  17.282  14.136  23.572
H  21.042  14.464  24.577
H  20.659  12.727  24.182
H  21.647  13.802  23.197
H  20.189  12.624  21.598
H  18.705  12.309  22.315
H  18.304  12.787  20.129
H  17.347  13.743  21.282
H  18.079  15.080  19.569
H  19.834  14.767  19.675
H  19.390  17.386  19.657
H  20.935  16.771  20.424
H  20.162  17.947  21.231
H  16.954  16.749  20.725
H  17.591  17.464  22.214
H  16.983  15.919  22.238
H  21.072  16.470  23.431
C  23.741  14.034  10.333
C  25.092  13.202  10.531
C  26.108  13.232  9.259
C  25.943  14.124  11.553
C  25.388  14.040  12.942
C  25.410  12.594  13.455
C  24.471  11.687  12.495
C  24.786  10.244  12.907
C  23.026  11.991  12.811
N  24.900  11.867  11.067
O  24.281  10.983  10.171
H  23.959  14.822  9.612
H  22.872  13.484  9.973
H  23.343  14.564  11.198
H  27.028  12.683  9.461
H  25.613  12.828  8.376
H  26.337  14.278  9.053
H  27.026  14.001  11.559
H  25.805  15.188  11.365
H  25.953  14.736  13.562
H  24.390  14.474  12.993
H  24.963  12.558  14.449
H  26.425  12.196  13.459
H  24.744  10.039  13.977
H  25.821  10.022  12.648
H  24.089  9.614  12.356
H  22.656  11.492  13.707
H  22.325  11.629  12.060
H  22.762  13.044  12.914
H  23.339  11.100  10.311
C  19.990  14.506  12.563
C  18.905  13.402  12.292
C  19.184  12.214  13.201
C  17.679  14.240  12.636
C  16.417  13.449  12.320
C  16.429  12.985  10.825
C  17.635  12.292  10.226
C  17.684  10.791  10.567
C  17.571  12.423  8.664
N  18.832  12.976  10.809
O  20.032  12.564  10.288
H  19.947  15.435  11.995
H  20.121  14.697  13.628
H  20.961  14.101  12.279
H  19.690  12.428  14.142
H  18.241  11.803  13.561
H  19.660  11.400  12.654
H  17.631  14.497  13.694
H  17.650  15.173  12.072
H  16.242  12.653  13.044
H  15.514  14.058  12.356
H  16.219  13.827  10.165
H  15.551  12.344  10.741
H  18.518  10.335  10.035
H  16.800  10.203  10.317
H  17.697  10.734  11.655
H  18.462  11.914  8.296
H  17.700  13.486  8.461
H  16.672  11.946  8.273
H  20.134  11.636  10.512
C  14.595  12.684  19.670
C  13.943  13.933  18.979
C  12.532  13.998  19.428
C  14.700  15.257  19.333
C  14.372  16.456  18.465
C  14.586  16.115  16.998
C  13.787  14.891  16.599
C  12.293  15.236  16.315
C  14.467  14.487  15.201
N  14.033  13.817  17.547
O  13.548  12.689  17.008
H  13.911  11.837  19.622
H  15.553  12.483  19.189
H  14.821  12.879  20.718
H  12.138  14.946  19.061
H  12.059  13.091  19.053
H  12.404  13.920  20.507
H  14.696  15.473  20.402
H  15.769  15.154  19.148
H  13.339  16.793  18.551
H  14.906  17.353  18.779
H  15.669  16.084  16.882
H  14.390  16.971  16.351
H  12.092  15.924  15.494
H  11.737  15.718  17.120
H  11.717  14.345  16.066
H  13.794  13.805  14.681
H  15.442  14.031  15.376
H  14.685  15.335  14.552
H  14.330  12.166  16.814
N  18.690  12.053  16.785
C  17.375  12.272  16.884
N  17.056  13.411  17.383
O  16.540  11.427  16.626
H  18.844  11.076  16.579
H  19.408  12.720  17.033
H  16.069  13.548  17.550
H  17.783  14.112  17.345
C  18.441  17.089  15.566
C  19.041  16.690  16.929
O  19.104  15.252  17.137
H  17.552  16.499  15.348
H  19.009  16.901  14.656
H  18.194  18.151  15.602
H  18.345  17.199  17.595
H  20.040  17.088  17.110
H  19.977  15.020  17.462
C  22.882  11.988  17.318
C  22.036  12.941  18.229
O  21.648  14.051  17.496
H  22.411  11.698  16.379
H  22.996  11.069  17.892
H  23.819  12.483  17.061
H  22.569  13.239  19.133
H  21.136  12.423  18.560
H  22.485  14.366  17.147

***

Max |F| per entry: 4.53, 5.34, 7.72, 3.41 eV Å⁻¹
DFT total energy per entry: -8139.3810, -48872.2002, -98004.3798, -93629.8226 eV